Here is a structure of composition C46H58BBrF4O4Ti from OMol25. Energies are from ωB97M-V/def2-TZVPD.

HOMO energy, eV: -8.26
Frontier orbital gap, eV: 7.69
Lowest unoccupied orbital energy, hartree: -0.0212
Energy relative to the best compared isomer or geometry (same formula, charge and spin), kJ/mol: 0.0
Electronic energy, eV: -161550.9251
Net charge: 0

Element x y z (Å)
Ti  1.855  0.335  -2.338
C  0.529  -1.351  -4.776
O  0.492  -0.946  -3.391
C  -0.616  -1.395  -2.642
C  -0.470  -2.546  -1.884
C  0.823  -3.328  -1.833
C  1.636  -3.122  -0.572
C  1.974  -4.170  0.270
C  2.846  -4.009  1.351
C  3.417  -2.753  1.538
C  3.103  -1.673  0.718
C  3.803  -0.336  0.826
C  2.874  0.809  1.170
C  2.336  0.906  2.443
C  1.400  1.881  2.787
C  1.006  2.770  1.798
C  1.518  2.718  0.504
C  0.983  3.681  -0.535
C  -0.408  3.326  -1.011
C  -1.514  4.124  -0.770
C  -2.775  3.826  -1.295
C  -2.883  2.710  -2.118
C  -1.796  1.881  -2.388
C  -1.876  0.706  -3.334
C  -1.768  -0.622  -2.614
C  -2.816  -1.064  -1.822
C  -2.739  -2.228  -1.061
C  -1.552  -2.949  -1.108
C  -3.918  -2.634  -0.177
C  -5.196  -2.719  -1.022
C  -3.692  -3.987  0.495
C  -4.101  -1.571  0.916
C  -0.590  2.184  -1.782
O  0.483  1.385  -1.971
C  -3.956  4.747  -0.988
C  -3.674  6.143  -1.560
C  -5.260  4.231  -1.594
C  -4.141  4.850  0.533
C  2.458  1.741  0.225
O  2.974  1.647  -1.091
C  4.225  2.342  -1.313
C  0.811  1.904  4.197
C  0.002  0.618  4.413
C  1.944  1.973  5.230
C  -0.112  3.102  4.414
C  2.168  -1.873  -0.282
O  1.778  -0.810  -1.031
C  3.157  -5.203  2.253
C  4.154  -4.845  3.354
C  1.858  -5.684  2.913
C  3.752  -6.345  1.418
H  0.578  -2.438  -4.820
H  1.421  -0.909  -5.208
H  -0.367  -0.987  -5.275
H  1.454  -3.061  -2.682
H  0.597  -4.392  -1.920
H  1.561  -5.150  0.053
H  4.146  -2.595  2.323
H  4.296  -0.145  -0.128
H  4.585  -0.409  1.584
H  2.643  0.167  3.176
H  0.263  3.530  2.008
H  1.649  3.724  -1.398
H  0.953  4.682  -0.102
H  -1.376  5.019  -0.173
H  -3.828  2.471  -2.590
H  -1.080  0.799  -4.072
H  -2.824  0.751  -3.873
H  -3.712  -0.452  -1.783
H  -1.432  -3.847  -0.515
H  -5.072  -3.421  -1.849
H  -5.473  -1.751  -1.441
H  -6.029  -3.063  -0.405
H  -3.527  -4.780  -0.238
H  -4.574  -4.253  1.081
H  -2.839  -3.966  1.176
H  -4.270  -0.581  0.486
H  -3.215  -1.511  1.552
H  -4.959  -1.818  1.545
H  -3.541  6.098  -2.642
H  -2.770  6.577  -1.129
H  -4.506  6.818  -1.344
H  -5.216  4.197  -2.685
H  -6.078  4.900  -1.319
H  -5.509  3.233  -1.229
H  -3.257  5.263  1.021
H  -4.336  3.867  0.968
H  -4.986  5.502  0.766
H  4.061  3.404  -1.139
H  4.506  2.158  -2.346
H  4.970  1.950  -0.623
H  0.620  -0.271  4.273
H  -0.831  0.562  3.709
H  -0.404  0.591  5.427
H  2.572  1.082  5.205
H  1.527  2.054  6.236
H  2.582  2.841  5.054
H  -0.985  3.067  3.758
H  0.406  4.049  4.245
H  -0.475  3.099  5.443
H  3.775  -4.051  4.001
H  5.114  -4.526  2.944
H  4.336  -5.722  3.978
H  1.417  -4.895  3.526
H  2.055  -6.547  3.554
H  1.118  -5.982  2.168
H  4.664  -6.023  0.912
H  3.053  -6.695  0.656
H  3.996  -7.193  2.061
Br  3.770  -0.952  -3.219
F  4.226  2.222  -4.529
B  2.929  2.384  -4.926
F  2.075  1.430  -3.951
F  2.637  1.901  -6.164
F  2.411  3.618  -4.640



Here is a structure of composition C17H17ClFeO7 from OMol25. Energies are from ωB97M-V/def2-TZVPD.

HOMO energy (spin up / spin down), eV: -5.95 / -9.23
Frontier orbital gap (spin up / spin down), eV: 6.37 / 6.75
Lowest unoccupied orbital energy (spin up / spin down), hartree: 0.0156 / -0.0909
2S+1: 5
⟨S²⟩: 6.083
Electronic energy, eV: -79139.2986
Net charge: 0

Element x y z (Å)
C  1.645  3.043  -0.241
C  0.222  3.096  0.236
O  0.037  1.941  1.073
C  -1.248  1.792  1.457
C  -1.418  0.406  2.078
Cl  -3.040  0.140  2.539
C  -0.461  0.167  3.237
O  -0.730  0.148  4.421
O  0.778  -0.087  2.760
C  1.711  -0.502  3.781
C  3.059  -0.533  3.119
O  -2.116  2.613  1.234
H  1.855  3.940  -0.824
H  2.342  3.003  0.602
H  1.817  2.169  -0.880
H  0.016  3.985  0.848
H  -0.484  3.059  -0.609
H  1.659  0.227  4.593
H  1.418  -1.493  4.149
H  3.801  -0.936  3.807
H  3.050  -1.152  2.218
H  3.374  0.477  2.842
O  -1.386  -2.672  -5.470
C  -1.318  -2.124  -4.446
Fe  -1.364  -1.744  -2.725
C  -2.979  -2.473  -2.467
O  -3.893  -3.167  -2.282
C  -0.606  -3.318  -2.398
O  -0.269  -4.428  -2.450
C  -0.782  -0.554  0.043
C  0.558  -0.657  -0.191
C  1.127  -0.842  -1.440
C  0.414  -0.778  -2.678
C  -0.609  0.219  -2.931
C  -1.733  0.233  -2.124
C  -1.779  -0.627  -0.958
H  -1.155  -0.503  1.189
H  1.222  -0.648  0.682
H  2.198  -1.082  -1.470
H  1.011  -1.120  -3.542
H  -0.542  0.833  -3.831
H  -2.617  0.838  -2.365
H  -2.787  -0.888  -0.588



Here is a structure of composition C29H39GeN4O4SeW from OMol25. Energies are from ωB97M-V/def2-TZVPD.

HOMO energy (spin up / spin down), eV: -2.58 / -2.58
Frontier orbital gap (spin up / spin down), eV: 4.49 / 4.49
Lowest unoccupied orbital energy (spin up / spin down), hartree: 0.0703 / 0.0704
Energy relative to the best compared isomer or geometry (same formula, charge and spin), kJ/mol: 166.4
Electronic energy, eV: -168541.0059
Net charge: -1

Element x y z (Å)
W  -0.534  -0.995  0.691
C  -1.438  -4.235  -0.507
C  0.036  -3.842  -0.537
N  0.389  -3.049  0.647
C  1.833  -2.787  0.776
C  2.071  -1.912  2.009
N  1.281  -0.671  1.932
C  1.016  0.024  3.206
C  0.116  -0.736  4.185
C  -1.285  -1.126  3.694
N  -1.254  -2.437  3.014
C  -2.567  -2.958  2.590
C  -3.235  -2.188  1.449
N  -2.427  -2.011  0.234
C  -2.443  -3.098  -0.741
H  -1.660  -4.743  0.439
H  -1.598  -4.975  -1.296
H  0.255  -3.215  -1.403
H  0.649  -4.754  -0.582
H  0.090  -3.556  1.476
H  2.130  -2.250  -0.126
H  2.413  -3.717  0.862
H  3.141  -1.704  2.116
H  1.751  -2.460  2.899
H  1.727  -0.007  1.302
H  0.527  0.960  2.933
H  1.957  0.268  3.717
H  -0.004  -0.077  5.047
H  0.627  -1.633  4.557
H  -1.704  -0.357  3.032
H  -1.966  -1.161  4.556
H  -0.887  -3.100  3.690
H  -3.282  -2.964  3.426
H  -2.408  -4.001  2.299
H  -3.492  -1.184  1.801
H  -4.177  -2.705  1.218
H  -2.770  -1.110  -0.205
H  -2.228  -2.651  -1.713
H  -3.447  -3.539  -0.782
C  0.383  -0.698  -0.997
Ge  0.640  1.160  -1.385
C  2.045  1.434  -2.794
C  2.673  0.359  -3.419
C  3.639  0.554  -4.401
C  3.993  1.842  -4.778
C  3.374  2.928  -4.170
C  2.414  2.720  -3.189
C  1.472  2.306  0.022
C  0.797  3.279  0.763
C  1.422  3.931  1.817
C  2.731  3.617  2.165
C  3.418  2.655  1.439
C  2.789  2.014  0.376
C  -0.928  1.933  -2.288
C  -1.711  1.055  -3.037
C  -2.793  1.512  -3.770
C  -3.123  2.861  -3.752
C  -2.359  3.744  -3.007
C  -1.264  3.282  -2.287
H  2.385  -0.647  -3.127
H  4.116  -0.297  -4.875
H  4.747  2.000  -5.541
H  3.642  3.936  -4.466
H  1.940  3.577  -2.719
H  -0.242  3.499  0.549
H  0.873  4.671  2.388
H  3.210  4.119  2.997
H  4.445  2.412  1.693
H  3.344  1.282  -0.208
H  -1.470  -0.002  -3.018
H  -3.396  0.814  -4.339
H  -3.985  3.221  -4.303
H  -2.624  4.795  -2.972
H  -0.679  3.990  -1.711
O  -2.945  2.969  0.681
Se  -2.663  1.397  0.865
O  -3.232  0.494  -0.378
O  -1.003  1.115  1.002
O  -3.280  0.824  2.268



Here is a structure of composition FH3N2O from OMol25. Energies are from ωB97M-V/def2-TZVPD.

HOMO energy, eV: -9.71
Frontier orbital gap, eV: 10.69
Lowest unoccupied orbital energy, hartree: 0.0364
Energy relative to the best compared isomer or geometry (same formula, charge and spin), kJ/mol: 327.7
Electronic energy, eV: -7787.8256
Net charge: 0

Element x y z (Å)
N  0.968  0.277  0.265
N  0.249  -0.718  -0.160
O  -1.385  -0.673  0.357
F  -1.914  0.391  -0.412
H  1.087  0.282  1.271
H  0.918  1.200  -0.165
H  0.078  -0.759  -1.156